1.
# C26H24Cl2N6O3S2Ti

A structure of composition C26H24Cl2N6O3S2Ti in a non-equilibrium geometry (ωB97M-V/def2-TZVPD, OMol25).

Structure (XYZ):
```
64
Properties=species:S:1:pos:R:3
Ti 0.57055 0.14498 0.64850
Cl 0.97912 -3.68325 0.51455
Cl -0.63699 -6.12534 0.00712
S 2.86329 -1.04820 1.51539
S -3.32211 0.60822 -2.15102
O 1.50563 -0.58399 -1.00614
O -1.49597 -1.87124 1.41815
O 1.93256 1.70567 3.01213
N 2.15833 1.61042 0.44577
N 5.16194 -0.32143 0.33349
N 1.00909 0.75357 2.71966
N -0.64653 -1.01720 1.90762
N 3.46194 1.18092 0.05934
N -1.16246 -0.16366 -0.95064
C -0.59077 -2.18537 -2.27037
C 1.30930 2.00330 -0.55056
C 1.34765 2.33117 -3.06561
C -2.06825 1.78321 0.10286
C -2.09600 -2.73389 -4.08510
C 3.82591 0.06531 0.57224
C -0.62302 -4.32116 0.26560
C 1.55476 1.79399 -4.33632
C 0.55109 0.50304 5.10851
C -2.88772 -1.63487 -3.81616
C -1.94222 3.74865 1.98637
C 0.35258 0.19805 3.65779
C -3.08179 2.74557 0.15861
C -2.09546 0.73729 -0.91326
C 1.88168 0.44581 -4.46216
C -0.95705 1.72682 0.96503
C -0.61605 -0.80473 3.19861
C -0.95686 2.78150 1.91897
C -1.38526 -1.07269 -1.98939
C 1.43651 1.53455 -1.93297
C -2.52656 -0.80659 -2.75400
C -1.57351 -1.49847 4.11002
C -0.95989 -3.00965 -3.31490
C -3.03142 3.74458 1.10803
C 1.64430 0.14211 -2.08128
C 1.94061 -0.37983 -3.34499
H -1.87053 4.53022 2.73881
H -2.54396 -0.98974 4.15014
H 2.19602 1.91769 2.03412
H 2.17036 -1.43477 -3.43582
H 1.12844 -0.29201 5.59039
H 1.09969 1.43561 5.22539
H -3.76810 -1.42103 -4.40957
H 2.07096 0.02651 -5.44543
H 0.29662 -2.34824 -1.67511
H -3.91337 2.71176 -0.54016
H 0.73695 2.90727 -0.36564
H -1.76751 -2.50118 3.72844
H -0.40737 0.58120 5.62404
H 5.75764 0.48713 0.22316
H -3.80706 4.49867 1.16951
H -0.13265 2.84346 2.62058
H -1.18225 -1.56409 5.12703
H 1.48086 2.42481 -5.21547
H 5.49097 -0.97107 1.02868
H 1.13546 3.39029 -2.94816
H -2.35966 -3.39378 -4.90396
H -1.06203 -3.88406 -0.62261
H -0.35385 -3.87768 -3.54447
H -1.22656 -4.10416 1.13664
```

lowest unoccupied orbital energy (spin up / spin down): 4.2515 / 4.2512 eV
net charge: -2
energy relative to the best compared isomer or geometry (same formula, charge and spin): 17.4 kJ/mol
HOMO energy (spin up / spin down): -0.19 / -0.18 eV
electronic energy: -112265.837 eV

2.
# C4H11N2O

The ion C4H11N2O with charge -1 in a non-equilibrium geometry (ωB97M-V/def2-TZVPD, OMol25).

Structure (XYZ):
```
18
Properties=species:S:1:pos:R:3
O 1.35820 1.97960 0.21188
N 0.30536 -1.43134 -1.83753
N -0.49985 1.07263 1.12222
C -0.25134 -0.20745 -1.12150
C -0.00801 -1.56299 0.98373
C 0.10474 2.31288 0.63951
C 0.07392 -0.08133 0.38863
H -0.84239 -2.15022 0.54319
H 0.62524 -1.28965 -2.74634
H -0.03859 0.66719 -1.70676
H 0.84561 -2.18697 0.79645
H -1.34625 -0.20475 -1.21833
H -0.17109 0.82815 2.11584
H 1.21882 0.02209 0.51169
H 0.10516 3.10146 1.43977
H -0.29595 -2.13811 -1.93846
H -0.74416 2.59155 -0.10887
H -0.43940 -1.32274 1.92488
```

lowest unoccupied orbital energy: 4.0183 eV
SMILES: C[C@@H](CN)NC[O-]
net charge: -1
energy relative to the best compared isomer or geometry (same formula, charge and spin): 275.2 kJ/mol
HOMO energy: -2.50 eV
electronic energy: -9351.637 eV

3.
# C2H3IOS

An isolated molecule of C2H3IOS in a non-equilibrium geometry (ωB97M-V/def2-TZVPD, OMol25).

Structure (XYZ):
```
8
Properties=species:S:1:pos:R:3
I 2.16477 0.82910 0.93417
S -0.77354 -0.23111 2.61876
O 0.15505 -0.25175 -1.62544
C -0.45258 -0.20525 -0.36718
C 0.33734 0.09836 0.82125
H 0.57835 0.69766 -1.71261
H -1.28313 0.38254 -0.34059
H -0.72625 -1.31955 -0.32837
```

lowest unoccupied orbital energy (spin up / spin down): -1.6997 / -1.8472 eV
SMILES: OCC(=S)I
net charge: 0
energy relative to the best compared isomer or geometry (same formula, charge and spin): 385.1 kJ/mol
HOMO energy (spin up / spin down): -8.68 / -8.62 eV
electronic energy: -23101.809 eV

4.
# CHFN2

A cluster of 2 separate species, CHFN2 in total in a non-equilibrium geometry (ωB97M-V/def2-TZVPD, OMol25).

Structure (XYZ):
```
5
Properties=species:S:1:pos:R:3
F 0.70662 -1.37287 -1.07244
N 0.27048 0.11765 1.22475
N -0.86347 -0.18541 0.80127
C 0.08002 0.26589 -0.14048
H -0.19364 1.17474 -0.81310
```

lowest unoccupied orbital energy: -1.0558 eV
net charge: 0
energy relative to the best compared isomer or geometry (same formula, charge and spin): 239.9 kJ/mol
HOMO energy: -12.03 eV
electronic energy: -6745.719 eV